DFT (ωB97M-V/def2-TZVPD) results for a 2-piece molecular cluster, C2H9N3O overall at a distorted geometry.

The calculation puts the HOMO energy at -8.50 eV. Its SMILES is [H]/N=C/N.NCO. As for the net charge: 0. The HOMO-LUMO gap comes out at 9.35 eV.

Structure (XYZ):
```
15
Properties=species:S:1:pos:R:3:forces:R:3:mulliken_charge:R:1
H 3.068 0.866 -0.706 -0.064 0.320 -0.353 0.2123
N 2.127 0.594 -0.457 -0.233 -0.108 1.327 -0.6033
C 2.249 -0.331 0.429 1.635 -1.045 -1.900 0.1097
N 1.241 -1.092 0.888 -1.302 0.213 -0.025 -0.3394
H 3.255 -0.794 0.508 -0.420 0.413 1.035 0.2621
H 1.258 -1.668 1.708 0.470 0.033 -0.003 0.2088
H 0.324 -0.910 0.499 0.061 0.070 0.179 0.1676
N -2.554 -0.252 -0.558 -0.059 -0.829 -1.022 -0.4422
C -1.669 0.810 -0.202 0.075 1.013 1.554 -0.2949
O -0.533 0.810 -1.004 -0.635 -0.482 -0.937 -0.5755
H -3.413 -0.484 -0.083 0.410 0.458 0.193 0.1568
H -2.125 -1.028 -1.032 0.070 0.005 0.130 0.1884
H -2.214 1.764 -0.283 0.090 -0.059 -0.170 0.2723
H -1.342 0.771 0.857 -0.081 -0.145 0.019 0.2805
H 0.327 0.945 -0.565 -0.019 0.143 -0.027 0.3968
```
Forces are in eV/Å.


DFT (ωB97M-V/def2-TZVPD) results for one molecule with the formula C3H3ClN2O at a distorted geometry.

The calculation puts the HOMO energy at -10.57 eV. Its SMILES is N#C/C(CCl)=N/O. As for the net charge: 0. The HOMO-LUMO gap comes out at 10.52 eV.

Structure (XYZ):
```
10
Properties=species:S:1:pos:R:3:forces:R:3:mulliken_charge:R:1
N 2.837 -0.999 -0.189 -0.491 -0.110 -0.108 -0.3946
C 1.778 -0.549 -0.120 2.468 -1.042 -0.299 0.1704
C 0.572 0.110 0.112 0.100 0.209 0.108 0.5013
C -0.493 -0.656 0.806 0.511 0.136 -0.367 -0.3655
Cl -1.824 -0.801 -0.316 -0.808 -0.460 -0.195 -0.1453
N 0.668 1.332 -0.223 -0.896 0.582 0.244 -0.4521
O -0.452 2.075 0.099 0.312 -0.674 -0.002 -0.3492
H -0.761 -0.071 1.634 -0.914 0.788 1.211 0.3025
H -0.131 -1.609 1.196 -0.129 0.018 -0.500 0.3311
H -0.155 2.947 -0.153 -0.154 0.555 -0.092 0.4014
```
Forces are in eV/Å.


DFT (ωB97M-V/def2-TZVPD) results for one molecule with the formula C23H29N3O2.

The calculation puts the HOMO energy at -8.69 eV. Its SMILES is CC[C@](C)(C(=O)NC1CCCCC1)N(C(=O)c1ccccn1)c1ccccc1. As for the net charge: 0. The HOMO-LUMO gap comes out at 9.41 eV.

Structure (XYZ):
```
57
Properties=species:S:1:pos:R:3:forces:R:3:mulliken_charge:R:1
C 0.884 3.469 -0.049 -0.175 -0.110 0.008 -1.3324
C -0.373 2.607 0.025 0.147 0.021 -0.081 -0.9448
C -0.088 1.163 0.465 0.082 -0.039 0.012 2.4649
C 0.406 1.100 1.911 0.007 -0.031 -0.170 -2.0542
C 0.873 0.566 -0.597 -0.065 0.316 0.282 -0.8929
O 0.481 0.433 -1.740 -0.118 -0.041 -0.276 -0.7325
N 2.138 0.335 -0.209 0.446 0.046 0.206 0.4667
C 3.079 -0.354 -1.071 0.144 -0.053 -0.488 -0.4597
C 3.175 -1.838 -0.697 -0.198 0.104 0.124 -0.7831
C 3.885 -2.046 0.638 0.196 -0.127 -0.271 -0.5238
C 5.262 -1.388 0.631 -0.150 0.122 0.279 -0.7459
C 5.140 0.103 0.331 0.190 -0.159 -0.269 -0.5565
C 4.450 0.322 -1.013 -0.146 0.063 0.122 -1.0158
N -1.308 0.340 0.361 0.131 0.097 0.138 0.7105
C -1.131 -0.998 0.350 -0.094 -0.082 0.219 1.0004
O -0.034 -1.521 0.492 -0.054 -0.166 -0.056 -0.5700
C -2.359 -1.835 0.184 -0.163 -0.684 -0.186 -0.0320
C -2.272 -3.006 -0.562 0.032 0.185 0.071 -0.9117
C -3.409 -3.784 -0.702 -0.061 0.073 0.054 -0.3624
C -4.577 -3.373 -0.079 0.104 -0.009 -0.050 -0.5893
C -4.549 -2.201 0.663 -0.271 -0.190 0.011 -0.2959
N -3.474 -1.448 0.792 0.246 0.060 0.255 -0.2210
C -2.557 0.924 0.033 -0.481 0.445 -0.327 -1.2164
C -3.048 0.803 -1.261 0.174 0.094 0.167 0.5320
C -4.267 1.366 -1.590 -0.086 -0.008 -0.046 -1.0025
C -4.993 2.059 -0.636 -0.105 -0.006 -0.078 -0.4254
C -4.498 2.188 0.650 0.035 0.060 0.097 -0.9685
C -3.282 1.623 0.989 0.078 -0.018 -0.170 0.2306
H 1.338 3.602 0.930 0.111 0.046 0.073 0.3249
H 1.617 3.023 -0.716 0.131 0.039 -0.057 0.2591
H 0.625 4.452 -0.434 0.023 0.080 -0.015 0.4554
H -0.828 2.571 -0.966 -0.061 -0.003 0.087 0.3896
H -1.087 3.065 0.712 -0.028 -0.059 -0.039 0.4606
H 0.589 0.067 2.199 0.049 -0.038 0.053 0.4744
H -0.364 1.504 2.566 -0.027 0.071 0.028 0.2418
H 1.310 1.686 2.050 0.111 0.064 0.059 0.5528
H 2.333 0.281 0.776 -0.204 0.068 0.033 0.2748
H 2.666 -0.264 -2.082 0.093 -0.014 0.199 0.5313
H 3.719 -2.362 -1.485 0.036 -0.044 -0.057 0.4595
H 2.164 -2.245 -0.642 0.004 -0.048 -0.111 0.2055
H 3.281 -1.630 1.447 -0.055 -0.016 0.128 0.2410
H 3.986 -3.116 0.829 -0.082 0.007 0.095 0.3735
H 5.752 -1.536 1.595 0.072 -0.047 -0.035 0.3677
H 5.882 -1.859 -0.135 0.078 -0.047 -0.026 0.3090
H 6.132 0.560 0.309 -0.046 0.080 0.084 0.3372
H 4.572 0.591 1.126 0.004 0.083 0.107 0.2819
H 4.335 1.391 -1.205 -0.009 -0.009 -0.094 0.3516
H 5.073 -0.096 -1.807 0.058 -0.009 -0.059 0.4265
H -1.332 -3.277 -1.016 0.090 -0.031 -0.018 0.4160
H -3.384 -4.694 -1.283 0.004 -0.046 -0.037 0.4312
H -5.486 -3.949 -0.161 -0.083 -0.024 0.003 0.3918
H -5.428 -1.842 1.181 -0.130 -0.062 0.014 0.4365
H -2.460 0.273 -1.996 0.097 -0.038 -0.065 0.5377
H -4.649 1.267 -2.596 -0.027 -0.005 -0.083 0.4233
H -5.945 2.498 -0.895 -0.077 0.041 -0.020 0.4252
H -5.064 2.727 1.396 -0.042 0.039 0.064 0.4259
H -2.903 1.702 1.997 0.063 -0.040 0.113 0.4261
```
Forces are in eV/Å.


DFT (ωB97M-V/def2-TZVPD) results for C56H45CaN6O8PSe as an isolated structure.

The calculation puts the HOMO energy at -2.58 eV. As for the net charge: -2. The HOMO-LUMO gap comes out at 5.86 eV.

Structure (XYZ):
```
118
Properties=species:S:1:pos:R:3:forces:R:3:mulliken_charge:R:1
Ca 0.240 1.070 -0.758 0.263 -0.133 -0.526 1.3007
O 1.481 3.630 6.387 -0.008 -0.013 -0.024 -0.4884
C 0.155 3.415 6.233 0.014 0.034 0.043 0.5553
O -0.588 3.615 7.158 -0.011 -0.017 -0.017 -0.5928
C -0.291 2.944 4.891 -0.004 -0.028 -0.033 1.0309
C 0.547 2.253 4.020 0.016 -0.007 0.035 -1.5994
C 0.085 1.833 2.787 0.013 -0.018 -0.064 -0.2541
C -1.212 2.140 2.384 0.018 0.051 0.074 -0.7026
C -2.064 2.803 3.269 -0.004 -0.014 -0.027 -0.3933
C -1.608 3.192 4.513 -0.026 0.026 0.027 -1.3645
N -1.609 1.736 1.096 0.055 -0.059 -0.063 2.0024
C -2.370 2.483 0.413 -0.027 0.076 0.098 -1.3103
C -2.808 2.100 -0.945 -0.064 0.135 0.028 0.4105
C -3.791 2.857 -1.566 0.016 -0.078 -0.075 -1.0416
C -4.205 2.483 -2.833 -0.005 0.007 -0.014 -0.8623
C -3.617 1.381 -3.431 -0.014 0.013 -0.014 -0.9816
C -2.621 0.700 -2.744 0.019 -0.022 0.044 -0.5846
N -2.229 1.046 -1.521 0.101 0.099 -0.080 1.5918
H 1.930 3.569 5.534 -0.002 0.005 0.003 0.3289
H 1.562 1.996 4.300 0.000 0.000 -0.007 0.4636
H 0.738 1.276 2.129 -0.004 0.005 0.022 0.5577
H -3.088 2.997 2.978 -0.005 0.004 0.006 0.5085
H -2.258 3.703 5.210 -0.001 -0.005 -0.007 0.4422
H -2.733 3.448 0.774 0.031 0.005 0.012 0.4018
H -4.200 3.725 -1.066 -0.005 -0.005 0.006 0.5605
H -4.964 3.053 -3.354 -0.001 0.001 0.002 0.4462
H -3.890 1.064 -4.428 -0.005 0.000 0.002 0.5242
H -2.108 -0.143 -3.193 0.017 0.000 0.005 0.4005
O 5.135 6.353 0.754 0.070 0.021 -0.077 -0.7312
C 5.337 5.159 1.036 -0.147 0.013 0.312 0.4018
O 6.327 4.609 1.568 0.069 0.022 -0.154 -0.7410
C 4.160 4.199 0.727 0.053 -0.020 -0.070 0.3899
C 4.359 2.825 0.793 -0.030 -0.068 -0.023 -1.1028
C 3.324 1.969 0.474 -0.001 -0.002 0.069 -0.9330
N 2.112 2.410 0.126 -0.168 0.005 -0.013 0.5420
C 1.889 3.732 0.116 0.035 0.066 -0.051 0.5374
C 2.891 4.653 0.391 -0.003 -0.018 0.048 -1.1999
C 0.457 4.177 -0.203 0.066 0.015 0.115 -0.0998
O 0.072 5.242 0.275 -0.077 0.056 -0.071 -0.8152
O -0.221 3.363 -0.916 0.067 -0.112 0.174 -0.4023
H 5.326 2.457 1.100 0.057 -0.020 0.010 0.6194
H 3.439 0.890 0.505 0.017 -0.040 0.002 0.8589
H 2.687 5.713 0.355 -0.008 -0.003 0.005 0.6058
O 1.929 -1.318 1.875 0.045 0.059 -0.017 -0.7849
C 0.739 -1.359 1.550 0.059 0.051 0.046 0.1606
O 0.211 -0.793 0.549 -0.055 -0.044 0.142 0.8012
C -0.202 -2.137 2.481 -0.028 0.022 -0.057 -0.1946
C 0.350 -2.545 3.697 -0.005 0.003 0.037 -0.7822
C -0.399 -3.216 4.645 0.010 0.016 -0.004 -0.6816
C -1.732 -3.506 4.383 0.001 0.006 -0.013 -0.7670
C -2.285 -3.122 3.175 0.020 -0.012 -0.024 -0.0746
C -1.542 -2.433 2.208 -0.046 -0.049 0.041 0.4342
P -2.376 -2.002 0.612 0.009 -0.074 0.058 1.0321
C -3.351 -3.567 0.423 -0.035 0.028 -0.021 -0.0294
C -2.601 -4.730 0.222 -0.010 0.018 -0.031 -0.4846
C -3.213 -5.945 -0.032 0.015 0.000 0.011 -0.6813
C -4.598 -6.027 -0.103 -0.001 0.014 0.002 -0.4721
C -5.355 -4.882 0.086 -0.008 -0.006 0.002 -0.6980
C -4.737 -3.664 0.347 0.017 0.008 0.060 0.0185
C -3.679 -0.842 1.191 0.019 0.073 -0.082 0.5481
C -4.570 -0.369 0.222 0.007 -0.027 0.015 -0.5365
C -5.538 0.571 0.535 -0.003 -0.018 0.004 -0.6879
C -5.621 1.079 1.826 0.012 -0.008 0.005 -0.8029
C -4.730 0.635 2.792 0.000 -0.006 -0.006 -0.5181
C -3.766 -0.315 2.477 -0.010 -0.035 0.016 -0.7744
H 1.391 -2.304 3.864 0.001 -0.005 0.007 0.4963
H 0.052 -3.510 5.585 -0.002 0.001 -0.005 0.3883
H -2.337 -4.030 5.114 -0.002 0.003 -0.004 0.4196
H -3.322 -3.362 2.969 0.003 -0.002 0.009 0.4514
H -1.518 -4.678 0.273 0.007 -0.003 -0.012 0.3265
H -2.606 -6.830 -0.182 0.000 0.001 0.002 0.4061
H -5.080 -6.975 -0.309 0.000 0.001 0.000 0.3553
H -6.436 -4.933 0.036 0.002 0.003 0.000 0.4087
H -5.349 -2.785 0.507 -0.002 -0.005 -0.013 0.3227
H -4.481 -0.725 -0.800 -0.013 -0.002 0.016 0.6441
H -6.211 0.926 -0.236 0.003 0.000 0.003 0.4206
H -6.368 1.824 2.073 0.000 0.001 0.000 0.3839
H -4.771 1.038 3.797 -0.001 -0.002 0.001 0.4075
H -3.065 -0.630 3.240 0.002 0.003 -0.002 0.2359
N -0.481 -2.117 -2.319 -0.086 0.003 0.017 0.2537
C 0.350 -2.607 -3.322 -0.019 0.001 0.009 0.4410
C 0.662 -3.967 -3.359 -0.001 -0.005 0.031 -0.7726
C 1.451 -4.497 -4.364 0.005 0.011 -0.014 -0.4736
C 1.942 -3.665 -5.360 -0.008 0.004 0.008 -0.9263
C 1.621 -2.315 -5.327 -0.008 0.003 0.024 -0.3281
C 0.817 -1.753 -4.334 0.012 0.018 -0.062 0.2084
C 0.540 -0.278 -4.398 0.182 -0.106 0.044 0.1062
C 0.214 0.218 -5.666 0.011 -0.033 0.027 -0.1699
C 0.171 1.582 -5.913 0.021 0.015 0.035 -0.9030
C 0.520 2.445 -4.886 0.051 0.172 0.051 -0.8131
C 0.797 1.943 -3.616 -0.128 -0.337 -0.073 -0.4341
C 0.749 0.570 -3.278 -0.292 0.118 0.068 0.4023
H -0.402 -2.612 -1.443 -0.046 -0.005 -0.004 0.1144
H -0.302 -1.134 -2.158 0.096 0.064 -0.094 -0.6317
H 0.276 -4.606 -2.570 0.007 -0.001 -0.002 0.4238
H 1.693 -5.554 -4.358 0.001 0.004 -0.001 0.3662
H 2.586 -4.054 -6.139 0.000 0.000 0.003 0.3475
H 2.032 -1.652 -6.079 -0.003 0.002 -0.006 0.4542
H 0.004 -0.482 -6.470 0.003 0.009 -0.005 0.4443
H -0.095 1.960 -6.894 0.001 -0.004 -0.004 0.3472
H 0.563 3.516 -5.063 -0.013 -0.011 -0.004 0.3986
H 1.055 2.674 -2.853 -0.122 0.044 0.004 0.1752
C 6.014 1.124 -2.073 -0.007 -0.053 0.065 -0.9931
N 5.938 0.167 -0.984 -0.010 0.057 0.071 0.4306
C 6.666 0.227 0.189 0.041 0.008 -0.079 -0.6153
C 6.248 -0.790 0.966 -0.050 -0.070 -0.035 -0.4720
N 5.258 -1.459 0.266 0.053 0.032 0.071 0.4471
C 4.542 -2.634 0.715 0.009 0.023 0.042 -0.7938
C 5.050 -0.864 -0.935 0.037 0.133 -0.101 -0.6221
Se 3.797 -1.289 -2.199 0.028 -0.115 -0.020 -0.1349
H 7.001 1.582 -2.065 0.002 0.006 0.012 0.3142
H 5.254 1.894 -1.958 -0.057 0.031 0.015 0.3127
H 5.838 0.598 -3.009 0.009 -0.005 0.001 0.3892
H 7.390 1.003 0.372 -0.028 0.001 0.008 0.5164
H 6.544 -1.087 1.955 -0.003 0.009 0.001 0.4655
H 4.667 -2.724 1.792 0.008 0.000 -0.004 0.3313
H 4.923 -3.523 0.210 -0.024 0.003 -0.014 0.2871
H 3.488 -2.504 0.496 -0.056 -0.021 -0.002 0.1348
```
Forces are in eV/Å.


DFT (ωB97M-V/def2-TZVPD) results for one molecule with the formula C4H5NO at a distorted geometry.

The calculation puts the HOMO energy at -9.00 eV. Its SMILES is C#CN(C)C=O. As for the net charge: 0. The HOMO-LUMO gap comes out at 9.84 eV.

Structure (XYZ):
```
11
Properties=species:S:1:pos:R:3:forces:R:3:mulliken_charge:R:1
C -0.895 -1.893 -0.636 1.373 -0.355 0.250 -0.4040
C -0.123 -1.149 -0.054 -1.027 -1.838 -1.082 -0.0615
N 0.184 -0.020 0.561 -2.369 1.503 -0.167 -0.0872
C 1.401 0.678 0.182 -0.129 0.434 -0.403 -0.7657
C -1.205 0.669 0.200 2.894 2.199 2.465 0.0243
O -1.222 1.787 -0.213 -0.258 -1.111 -0.454 -0.4204
H -1.235 -2.816 -1.010 -0.442 -0.348 -0.190 0.3840
H 1.455 0.835 -0.898 0.017 -0.041 -0.063 0.3161
H 2.272 0.100 0.492 -0.177 0.115 0.153 0.3115
H 1.371 1.661 0.647 0.215 -0.084 0.137 0.2912
H -2.005 0.147 0.728 -0.098 -0.473 -0.646 0.4118
```
Forces are in eV/Å.